1.
{"formula": "C30H50BN11RuSe", "method": "the ωB97M-V functional and the def2-TZVPD basis", "multiplicity": 6, "total_charge": 1, "homo_energy_ev": [-10.921, -10.828], "energy_ev": -116911.48502, "lumo_energy_ev": [-1.68, -5.33], "symbols": ["Ru", "C", "C", "C", "C", "N", "N", "B", "N", "N", "C", "C", "C", "C", "C", "C", "C", "C", "N", "N", "C", "C", "C", "C", "C", "C", "C", "C", "C", "C", "C", "C", "H", "H", "H", "H", "H", "H", "H", "H", "H", "H", "H", "H", "H", "H", "H", "H", "H", "H", "H", "H", "H", "H", "H", "H", "H", "H", "H", "H", "H", "H", "H", "H", "H", "H", "H", "H", "H", "H", "H", "H", "C", "C", "C", "C", "N", "C", "N", "N", "N", "H", "H", "H", "H", "H", "H", "H", "H", "H", "H", "Se", "C", "N"], "coordinates": [[0.424, -0.317, 0.149], [2.144, 4.759, -1.112], [1.773, 3.698, -0.136], [1.763, 3.752, 1.246], [1.343, 2.492, 1.673], [1.117, 1.727, 0.602], [1.372, 2.469, -0.508], [1.260, 1.857, -1.931], [-0.224, 1.418, -2.142], [-0.975, 0.986, -1.080], [-2.264, 1.274, -1.348], [-2.336, 1.818, -2.631], [-1.038, 1.904, -3.094], [-0.555, 2.467, -4.385], [-3.394, 1.296, -0.325], [-4.486, 2.247, -0.834], [-4.064, -0.053, -0.044], [-2.826, 1.859, 0.983], [2.265, 0.700, -2.035], [2.476, -0.081, -0.943], [3.609, -0.758, -1.135], [4.157, -0.376, -2.366], [3.279, 0.536, -2.911], [3.369, 1.268, -4.204], [4.254, -1.673, -0.122], [3.521, -1.636, 1.215], [5.689, -1.168, 0.110], [4.320, -3.105, -0.663], [1.152, 2.011, 3.088], [0.138, 2.925, 3.787], [0.622, 0.582, 3.099], [2.495, 2.076, 3.825], [2.417, 5.666, -0.577], [1.315, 4.988, -1.780], [2.992, 4.452, -1.724], [2.024, 4.598, 1.854], [1.525, 2.681, -2.745], [-3.213, 2.157, -3.148], [-1.404, 2.637, -5.044], [0.136, 1.787, -4.882], [-0.040, 3.416, -4.236], [-4.960, 1.864, -1.737], [-4.093, 3.240, -1.042], [-5.258, 2.344, -0.071], [-4.190, -0.644, -0.952], [-5.051, 0.127, 0.385], [-3.503, -0.629, 0.682], [-2.408, 2.855, 0.835], [-2.034, 1.216, 1.374], [-3.614, 1.922, 1.734], [5.077, -0.717, -2.804], [4.251, 0.936, -4.747], [3.446, 2.344, -4.049], [2.495, 1.082, -4.827], [3.577, -0.642, 1.657], [3.982, -2.344, 1.903], [2.470, -1.926, 1.114], [5.693, -0.123, 0.421], [6.296, -1.260, -0.788], [6.162, -1.761, 0.892], [3.329, -3.517, -0.848], [4.830, -3.747, 0.054], [4.877, -3.134, -1.599], [-0.827, 2.900, 3.279], [0.485, 3.957, 3.800], [-0.006, 2.604, 4.819], [-0.366, 0.523, 2.628], [0.497, 0.220, 4.121], [1.329, -0.114, 2.621], [2.891, 3.091, 3.827], [3.233, 1.428, 3.355], [2.369, 1.760, 4.860], [-5.410, -3.518, 1.192], [-4.561, -4.638, 0.603], [-4.516, -4.580, -0.920], [-3.179, -4.693, 1.246], [-2.459, -3.417, 1.222], [-1.807, -2.811, 2.216], [-1.184, -1.758, 1.726], [-1.473, -1.763, 0.419], [-2.214, -2.749, 0.097], [-6.434, -3.592, 0.834], [-5.029, -2.541, 0.894], [-5.434, -3.558, 2.282], [-5.010, -5.596, 0.887], [-4.099, -3.638, -1.273], [-5.524, -4.675, -1.320], [-3.915, -5.391, -1.329], [-2.529, -5.425, 0.763], [-3.268, -4.947, 2.303], [-1.804, -3.142, 3.237], [0.785, -5.057, 0.650], [0.935, -3.409, 0.096], [1.022, -2.291, -0.262]]}



2.
{"formula": "C30H50Br10O15", "method": "the ωB97M-V functional and the def2-TZVPD basis", "multiplicity": 1, "homo_energy_ev": -9.916, "de_lowest_kj_mol": 16.26, "energy_ev": -763058.81392, "lumo_energy_ev": -0.03, "smiles": "C[C@H]1COC(=O)O1.C[C@H]1COC(=O)O1.C[C@H]1COC(=O)O1.C[C@H]1COC(=O)O1.C[C@H]1COC(=O)O1.BrCCBr.BrCCBr.BrCCBr.BrCCBr.BrCCBr", "symbols": ["Br", "C", "C", "Br", "H", "H", "H", "H", "Br", "C", "C", "Br", "H", "H", "H", "H", "Br", "C", "C", "Br", "H", "H", "H", "H", "Br", "C", "C", "Br", "H", "H", "H", "H", "Br", "C", "C", "Br", "H", "H", "H", "H", "C", "C", "C", "O", "C", "O", "O", "H", "H", "H", "H", "H", "H", "C", "C", "C", "O", "C", "O", "O", "H", "H", "H", "H", "H", "H", "C", "C", "C", "O", "C", "O", "O", "H", "H", "H", "H", "H", "H", "C", "C", "C", "O", "C", "O", "O", "H", "H", "H", "H", "H", "H", "C", "C", "C", "O", "C", "O", "O", "H", "H", "H", "H", "H", "H"], "coordinates": [[2.322, -3.730, -3.874], [0.766, -4.271, -2.718], [1.281, -4.933, -1.455], [0.388, -6.654, -1.029], [0.164, -4.964, -3.297], [0.194, -3.358, -2.577], [1.331, -4.378, -0.525], [2.338, -5.122, -1.644], [-4.989, -4.022, -1.352], [-3.661, -4.969, -0.218], [-3.170, -3.983, 0.858], [-1.660, -4.902, 1.637], [-2.874, -5.171, -0.931], [-4.150, -5.814, 0.250], [-3.893, -3.701, 1.614], [-2.817, -3.118, 0.300], [-0.308, 4.266, 4.141], [-0.760, 3.200, 5.705], [0.350, 3.445, 6.689], [0.191, 2.421, 8.400], [-0.677, 2.153, 5.430], [-1.713, 3.557, 6.078], [0.548, 4.446, 7.062], [1.297, 3.177, 6.220], [-1.342, 1.700, -5.818], [0.010, 1.082, -4.541], [-0.617, 0.168, -3.504], [0.702, -0.569, -2.258], [0.377, 1.992, -4.087], [0.770, 0.563, -5.115], [-1.153, -0.674, -3.940], [-1.463, 0.648, -3.009], [0.496, 0.625, 3.236], [0.355, 0.198, 1.309], [-0.155, -1.224, 1.159], [1.163, -2.545, 1.696], [1.295, 0.396, 0.809], [-0.439, 0.750, 0.801], [-0.465, -1.538, 0.167], [-1.013, -1.457, 1.790], [-3.918, 3.513, 1.786], [-3.303, 4.334, 0.690], [-2.061, 3.794, -0.059], [-2.361, 4.085, -1.403], [-3.618, 4.497, -1.595], [-4.175, 4.694, -2.616], [-4.245, 4.545, -0.393], [-3.185, 3.046, 2.454], [-4.522, 2.673, 1.444], [-4.487, 4.111, 2.499], [-3.075, 5.338, 1.046], [-1.864, 2.725, 0.011], [-1.197, 4.368, 0.267], [4.289, -0.722, -0.730], [5.615, -0.764, 0.029], [6.708, 0.045, -0.696], [7.294, 0.830, 0.346], [6.495, 0.815, 1.416], [6.684, 1.483, 2.388], [5.470, -0.049, 1.240], [3.790, 0.242, -0.657], [3.633, -1.579, -0.592], [4.593, -0.807, -1.783], [5.922, -1.809, 0.122], [6.281, 0.710, -1.458], [7.406, -0.519, -1.314], [3.183, 4.518, -4.644], [2.925, 4.458, -3.103], [2.128, 5.535, -2.416], [0.999, 4.828, -1.894], [1.197, 3.520, -1.987], [0.516, 2.696, -1.448], [2.201, 3.229, -2.850], [2.591, 3.753, -5.141], [4.211, 4.192, -4.797], [3.047, 5.543, -4.981], [3.920, 4.355, -2.666], [1.791, 6.282, -3.137], [2.684, 6.065, -1.646], [-0.826, -2.016, 5.212], [-0.377, -3.032, 6.290], [0.981, -2.737, 6.898], [0.675, -2.227, 8.174], [-0.623, -2.390, 8.505], [-1.134, -1.988, 9.478], [-1.243, -2.967, 7.411], [-0.116, -1.969, 4.393], [-0.949, -1.011, 5.617], [-1.825, -2.390, 4.979], [-0.400, -4.050, 5.904], [1.559, -1.940, 6.426], [1.583, -3.642, 7.024], [-3.302, -3.405, -5.936], [-2.677, -2.291, -5.122], [-3.588, -1.149, -4.640], [-3.152, -0.959, -3.317], [-2.436, -2.019, -2.871], [-2.013, -2.157, -1.763], [-2.318, -2.897, -3.856], [-2.699, -4.281, -6.163], [-3.884, -3.110, -6.814], [-4.131, -3.859, -5.372], [-1.721, -2.065, -5.598], [-4.629, -1.426, -4.800], [-3.334, -0.281, -5.249]]}



no.,maximum force (Eh/bohr)
1,0.01329
2,0.05704